No. 1
ORCA calculation (wB97M-V/def2-TZVPD) on a structure of composition C7H12F9NO12S3V.

Last column: Mulliken charge in e.
Element x y z (Å)
O (-16.11, 17.43, 15.65)  -0.484
V (-16.22, 16.85, 14.15)  1.621
O (-15.89, 15.31, 14.28)  -0.371
C (-13.66, 13.34, 12.53)  -1.621
C (-14.47, 12.55, 13.56)  0.388
C (-15.72, 12.01, 12.90)  -0.725
O (-16.25, 11.20, 13.83)  -0.347
C (-17.56, 10.57, 13.66)  -0.806
N (-13.50, 11.44, 14.02)  -0.239
H (-13.33, 10.75, 13.30)  0.364
H (-12.61, 11.86, 14.25)  0.379
H (-13.74, 10.82, 14.78)  0.332
H (-12.91, 13.91, 13.08)  0.371
H (-14.19, 14.12, 11.98)  0.371
H (-13.11, 12.80, 11.76)  0.424
H (-14.71, 13.08, 14.48)  0.367
H (-15.38, 11.50, 11.99)  0.396
H (-16.35, 12.85, 12.61)  0.411
H (-18.02, 10.07, 14.51)  0.264
H (-17.37, 9.86, 12.85)  0.362
H (-18.18, 11.25, 13.08)  0.317
C (-11.89, 18.82, 13.37)  0.460
F (-12.41, 19.45, 12.34)  -0.197
F (-10.57, 18.68, 13.23)  -0.187
F (-12.24, 19.53, 14.51)  -0.209
S (-12.56, 17.02, 13.38)  1.107
O (-14.03, 17.19, 13.50)  -0.671
O (-12.18, 16.41, 12.10)  -0.662
O (-11.83, 16.39, 14.46)  -0.677
C (-19.94, 14.91, 16.32)  0.664
F (-19.07, 15.43, 17.16)  -0.171
F (-19.48, 13.69, 15.90)  -0.215
F (-21.14, 14.78, 16.96)  -0.194
S (-20.05, 15.89, 14.70)  1.030
O (-20.54, 15.00, 13.63)  -0.426
O (-20.91, 17.04, 15.02)  -0.374
O (-18.65, 16.28, 14.42)  -0.505
C (-16.83, 21.17, 12.46)  0.533
F (-17.55, 21.05, 11.19)  -0.240
F (-15.48, 20.88, 12.26)  -0.187
F (-16.92, 22.37, 12.97)  -0.167
S (-17.58, 19.94, 13.77)  1.135
O (-17.18, 20.48, 15.05)  -0.632
O (-19.05, 19.84, 13.55)  -0.639
O (-16.95, 18.64, 13.49)  -0.350

Its spin multiplicity is 2. The molar mass comes out at 620.30 u. The expectation value of S² is 0.77. The value obtained for the LUMO energy (alpha / beta) is -0.0453 / -0.2165 Eh. The frontier orbital gap (alpha / beta) is 8.32 / 3.67 eV.

No. 2
ORCA calculation (wB97M-V/def2-TZVPD) on a structure of composition C7H12FN.

Last column: Mulliken charge in e.
Element x y z (Å)
C (-1.29, -0.62, 2.47)  -0.684
C (-0.15, -0.14, 1.93)  -0.144
C (-0.04, -1.22, -1.09)  -0.680
C (1.41, -0.72, -1.29)  -0.467
C (-0.78, 0.04, -1.24)  -0.545
C (1.41, 0.71, -0.70)  -0.784
C (-0.37, 1.40, 0.68)  -0.258
N (0.06, 1.09, -0.56)  0.030
F (-1.66, 1.84, 0.74)  -0.312
H (-1.35, -1.26, 3.33)  0.289
H (-2.22, -0.31, 2.07)  0.246
H (0.92, -0.08, 2.14)  0.294
H (-0.33, -1.91, -1.88)  0.385
H (-0.28, -1.70, -0.17)  0.304
H (2.19, -1.36, -0.88)  0.330
H (1.32, -0.61, -2.35)  0.304
H (-0.96, 0.35, -2.31)  0.297
H (-1.86, 0.07, -0.81)  0.285
H (1.96, 0.82, 0.23)  0.359
H (1.84, 1.47, -1.44)  0.285
H (0.19, 2.15, 1.14)  0.466

For the energy above the lowest of the compared OMol25 structures with the same formula, charge and spin, the calculation gives 228.8 kJ/mol. Its spin multiplicity is 1. The molar mass comes out at 129.18 u. The value obtained for the LUMO energy is 0.0386 Eh. The frontier orbital gap is 9.04 eV.

| no. | maximum force (eV/Å) |
| --- | --- |
| 1 | 5.60 |
| 2 | 4.62 |